Formula: H22KrO11
Source: the OMol25 dataset
Level of theory: ωB97M-V with the def2-TZVPD basis set

Last column: natural (NBO) charge in e.
Element x y z (Å)
H  4.2373  0.7700  -2.6348  0.482
O  2.1942  -2.6697  0.5910  -0.970
H  2.0435  2.1790  -2.5619  0.490
H  2.8833  0.2022  -3.0040  0.477
O  0.8945  1.2659  2.3429  -0.988
H  -3.2729  0.2108  0.5140  0.463
H  1.2593  1.8359  1.6660  0.512
H  0.8878  3.0740  -2.1679  0.471
O  -3.2965  -0.5285  1.1216  -0.952
H  -2.2857  -2.5591  -0.9418  0.492
O  3.3459  0.6618  -2.3032  -0.948
O  1.8565  3.2809  0.6509  -0.970
H  0.7456  -0.4602  2.2129  0.518
H  -2.5624  -1.0818  0.8549  0.490
H  1.4977  -2.2424  1.0895  0.482
O  -1.9234  -0.2048  -4.1360  -0.953
H  1.9055  3.0335  -0.2725  0.502
O  1.8381  3.0713  -2.2827  -0.954
O  0.5648  -1.3993  2.2540  -0.990
H  -0.7586  -2.1787  1.3083  0.511
H  -1.7290  -0.7262  -3.3572  0.481
H  0.6193  -1.6137  3.1853  0.492
H  -2.6133  0.7399  2.4638  0.485
O  -1.4574  -2.5468  0.7677  -0.997
O  -2.6800  -2.2285  -1.7490  -0.968
Kr  -0.3684  0.3178  -0.7877  0.000
H  -1.5055  1.6425  2.9637  0.463
H  1.1637  1.6702  3.1677  0.483
H  -1.4222  -3.4881  0.9382  0.487
H  -2.4974  -2.9058  -2.4002  0.467
O  -2.3164  1.2153  3.2397  -0.965
H  2.7710  -1.9543  0.3231  0.460
H  -2.7843  0.1756  -3.9614  0.470
H  2.7653  3.4412  0.9049  0.477

E_HOMO ... -10.6337 eV
Energy above the lowest of the compared OMol25 structures with the same formula, charge and spin ... 11.1 kJ/mol
Kohn-Sham gap ... 10.61 eV
Total charge ... 0
Spin multiplicity ... 1
Calculated total energy ... -3594.46224 a.u.



Formula: H22NO9
Source: the OMol25 dataset
Level of theory: ωB97M-V with the def2-TZVPD basis set

Last column: natural (NBO) charge in e.
Element x y z (Å)
H  -2.9009  1.0328  -2.4729  0.491
H  1.1262  4.8814  -0.7100  0.507
H  1.6469  -2.3906  -2.0528  0.504
H  0.5744  -1.0879  -3.7064  0.531
H  -2.4442  -0.0455  2.1692  0.477
H  -0.1143  -3.4353  -0.7900  0.471
O  -0.5670  -2.6391  -0.4191  -0.953
H  -1.9073  2.3405  -1.9302  0.496
H  -3.6034  0.1168  0.9046  0.504
O  -0.9800  2.1002  2.7233  -0.941
H  -0.3731  -2.7409  0.5084  0.476
O  1.9678  -3.3103  -1.8150  -0.982
O  0.7809  3.8955  -0.8020  -0.976
O  0.0507  -2.0970  2.6951  -0.921
H  1.2749  -4.0677  -1.8953  0.468
H  -0.8530  -2.3783  2.9006  0.469
H  -0.6330  0.6195  -0.3827  0.423
H  -1.7231  2.3488  2.1359  0.484
N  0.1205  0.4920  0.0807  -0.823
H  1.7254  -0.1589  -2.9207  0.479
H  3.7182  -0.1054  1.0600  0.520
O  2.8899  0.5597  1.1322  -1.004
H  0.6366  -0.1175  -0.5648  0.468
H  0.6684  1.3639  0.0754  0.451
O  1.0488  -0.7239  -2.8291  -0.989
H  2.6978  0.9270  1.9583  0.486
O  -2.0161  1.3567  -2.3998  -0.984
H  1.1614  3.5037  -1.5541  0.471
H  0.0842  -1.5957  3.4168  0.457
H  -1.2879  1.3904  3.2875  0.462
O  -2.7077  -0.1736  1.1661  -0.983
H  -0.0619  0.1387  1.0309  0.461

E_HOMO ... -13.4109 eV
Energy above the lowest of the compared OMol25 structures with the same formula, charge and spin ... 481.7 kJ/mol
Kohn-Sham gap ... 10.20 eV
Total charge ... +1
Spin multiplicity ... 1
Calculated total energy ... -744.77239 a.u.



Formula: H22O11
Source: the OMol25 dataset
Level of theory: ωB97M-V with the def2-TZVPD basis set

Last column: Mulliken spin population.
Element x y z (Å)
H  1.6646  -0.6854  -2.5890  0.001
H  0.4151  2.6578  -1.4432  0.028
H  -2.7869  -1.0268  0.9616  0.214
O  3.9270  0.8862  -1.3855  0.025
H  -0.3987  -0.2189  0.6867  0.140
H  -0.2011  2.5152  -0.0678  0.133
H  1.0404  -1.8146  0.2269  0.034
H  3.5131  0.7711  -0.5301  0.005
O  -1.6992  2.3195  1.2709  -1.062
H  0.5086  -3.1621  0.6667  -0.018
O  -0.5657  -3.5099  2.1959  0.087
H  -2.3002  -0.6894  2.3549  0.034
O  -1.5162  -1.2670  -1.9408  0.067
H  0.8635  0.2581  -3.4608  -0.008
H  2.6565  0.8608  1.8885  -0.006
O  0.8484  -0.1858  -2.6129  0.035
O  0.6239  2.4118  -0.5421  0.183
H  2.1096  2.1255  1.2614  0.004
O  0.9735  -2.7287  -0.0491  0.044
H  -0.6781  -0.9037  -2.2268  0.038
H  -1.2877  -1.8683  -1.2320  -0.027
H  -1.3134  -4.0919  2.3320  -0.008
O  2.9289  1.6716  1.4588  0.029
H  -2.4941  2.8502  1.2178  0.297
O  -2.5428  1.4832  -1.5737  0.134
O  0.5466  -0.1223  0.8020  0.112
H  -0.9251  -2.6290  2.3010  0.062
H  -1.4937  2.2880  2.2052  0.419
H  3.8755  0.0227  -1.7952  -0.008
O  -2.0540  -1.1650  1.5615  -0.144
H  -2.7975  1.7796  -0.6999  0.056
H  -2.2320  0.5875  -1.4421  0.032
H  0.7913  0.5797  0.1991  0.067

E_HOMO (alpha / beta) ... -0.2169 / -7.8577 eV
Energy above the lowest of the compared OMol25 structures with the same formula, charge and spin ... 0.0 kJ/mol
Kohn-Sham gap (alpha / beta) ... 2.73 / 10.32 eV
Total charge ... -1
Spin multiplicity ... 2
Calculated total energy ... -840.85262 a.u.



Formula: H22O11
Source: the OMol25 dataset
Level of theory: ωB97M-V with the def2-TZVPD basis set

Last column: natural (NBO) charge in e.
Element x y z (Å)
O  0.8735  1.5626  2.6604  -1.005
H  1.8584  -1.0386  0.8790  0.479
O  -2.6185  1.3032  0.6856  -0.953
O  2.9902  2.7545  -1.6737  -0.937
H  -0.7078  -1.2324  1.9709  0.529
H  0.0322  -1.5555  -3.7448  0.470
H  -2.8783  -0.1871  -0.5233  0.503
H  -2.0005  -2.4448  0.2851  0.507
H  1.4121  -4.1595  -1.3045  0.478
H  -1.7016  -0.8177  3.0853  0.488
O  0.2071  0.5265  -1.1417  -1.001
O  0.4671  3.1037  0.2167  -0.993
H  2.8910  3.5006  -2.2777  0.460
H  -1.8684  1.8269  0.4348  0.484
H  0.1368  0.9693  2.9141  0.521
H  2.2239  2.9078  -1.1158  0.471
H  1.0756  2.1043  3.4610  0.492
O  -1.2209  -2.8130  0.7677  -1.032
O  -0.8999  -0.5525  2.6357  -1.006
H  0.5893  2.4690  0.9599  0.508
O  0.5865  -1.6278  -2.9804  -0.981
O  -3.1648  -1.0278  -0.9794  -0.983
H  -2.8223  -0.9152  -1.8697  0.468
H  0.9518  3.8980  0.5135  0.477
H  0.5307  -0.7893  -2.5158  0.507
O  2.0871  -0.1500  0.7019  -0.963
H  1.0849  0.3348  -0.7291  0.508
H  0.3127  -3.2460  -1.9030  0.511
H  1.8350  0.3715  1.4767  0.499
O  0.5132  -3.8755  -1.1844  -0.990
H  0.2394  1.4630  -1.3760  0.483
H  -2.2822  0.8114  1.4456  0.482
H  -0.7334  -3.4745  0.2254  0.517

E_HOMO ... -10.8109 eV
SMILES ... O.O.O.O.O.O.O.O.O.O.O
Energy above the lowest of the compared OMol25 structures with the same formula, charge and spin ... 17.9 kJ/mol
Kohn-Sham gap ... 10.85 eV
Total charge ... 0
Spin multiplicity ... 1
Calculated total energy ... -840.87333 a.u.



Formula: H22O11
Source: the OMol25 dataset
Level of theory: ωB97M-V with the def2-TZVPD basis set

Last column: natural (NBO) charge in e.
Element x y z (Å)
H  3.9504  -2.4435  -1.9040  0.488
H  0.6266  0.6546  0.4375  0.442
O  -1.1115  3.6913  2.3121  -0.924
H  -0.0066  1.0369  -2.4179  0.465
H  0.1172  -2.0653  0.3042  0.448
O  0.3014  -2.0386  -2.2324  -0.862
H  -0.0415  -1.1267  -2.2574  0.449
O  -0.2574  0.5322  0.7742  -0.862
H  3.9266  0.4276  0.4623  0.462
H  4.5668  -0.8514  0.7739  0.454
H  -1.5651  -1.8641  1.7551  0.458
H  -2.6810  0.8743  5.0951  0.472
H  -2.0759  3.9233  2.5502  0.470
O  0.3344  -2.6051  1.0031  -0.925
O  -1.6390  -1.0662  2.2260  -0.907
H  -1.4792  1.3218  -2.2166  0.440
H  -3.3671  0.8993  -2.9434  0.455
O  -0.6655  1.8077  -2.3341  -0.910
O  4.8071  0.0526  0.6741  -0.915
O  -4.1942  0.9044  -3.3891  -0.930
H  -4.4304  -0.0810  -3.6270  0.476
O  -2.3611  1.7287  5.0250  -0.947
H  1.3611  -0.3195  -1.4854  0.432
H  2.6258  -2.4018  -0.9895  0.441
H  -0.5104  -0.0213  0.1012  0.421
H  -0.8091  3.4379  3.1842  0.455
O  1.7593  0.1333  -2.2440  -0.929
H  -2.5174  -0.8950  1.8405  0.451
H  2.5800  -0.2516  -2.4303  0.495
O  2.9626  -2.7589  -1.8080  -0.929
H  -1.7016  1.7690  4.2931  0.474
H  1.1740  -3.0884  0.8435  0.479
H  0.7671  -1.9880  -1.4250  0.414

E_HOMO ... -11.2369 eV
SMILES ... O.O.O.O.O.O.O.O.O.O.O
Energy above the lowest of the compared OMol25 structures with the same formula, charge and spin ... 518.5 kJ/mol
Kohn-Sham gap ... 10.17 eV
Total charge ... 0
Spin multiplicity ... 1
Calculated total energy ... -840.68265 a.u.



Formula: H22O11
Source: the OMol25 dataset
Level of theory: ωB97M-V with the def2-TZVPD basis set

Last column: natural (NBO) charge in e.
Element x y z (Å)
H  -1.2312  -2.6649  2.3710  0.481
O  -3.3236  -0.8931  -0.7364  -0.958
H  0.3508  1.6055  -3.1771  0.490
O  -1.7348  2.7942  -0.0343  -0.957
H  1.8526  1.4284  -3.2476  0.484
H  -1.0408  -0.9498  -2.7175  0.470
O  -1.4438  0.2628  4.2194  -0.959
H  1.9637  2.9512  0.6216  0.486
O  -0.7827  0.1804  0.2284  -1.003
H  1.0938  1.5082  1.7839  0.493
H  2.3535  -3.5830  -1.2694  0.464
H  1.3279  2.4077  -0.6403  0.507
O  1.6843  2.1357  0.2055  -0.971
O  0.6985  1.3098  2.6328  -0.971
H  1.9231  -0.0504  -1.6346  0.491
H  -1.3622  1.9126  -0.0242  0.495
H  0.7058  2.1442  3.1018  0.471
H  2.1998  0.2875  -0.1851  0.502
O  1.1169  1.4159  -2.6354  -0.963
O  1.8867  -0.4178  -0.7515  -0.983
H  1.8615  -2.3204  -0.5944  0.493
H  -0.8915  -1.7599  -3.9877  0.467
H  0.1737  -2.6854  1.8073  0.488
H  -2.4663  -0.7683  -0.3293  0.490
H  -3.2281  -1.6904  -1.2574  0.458
O  -0.5563  -2.0969  1.9994  -0.960
H  -0.0543  -0.0706  -0.3397  0.492
H  -1.7174  3.0515  -0.9561  0.446
H  -0.6692  -0.3540  1.0144  0.515
H  -1.2200  -0.6065  4.5517  0.459
O  -0.5566  -1.6846  -3.0941  -0.937
O  1.8242  -3.2750  -0.5338  -0.968
H  -0.7381  0.4753  3.6087  0.491

E_HOMO ... -10.4158 eV
SMILES ... O.O.O.O.O.O.O.O.O.O.O
Energy above the lowest of the compared OMol25 structures with the same formula, charge and spin ... 112.7 kJ/mol
Kohn-Sham gap ... 10.00 eV
Total charge ... 0
Spin multiplicity ... 1
Calculated total energy ... -840.83723 a.u.



Repeat the first record exactly.
Formula: H22KrO11
Source: the OMol25 dataset
Level of theory: ωB97M-V with the def2-TZVPD basis set

Last column: natural (NBO) charge in e.
Element x y z (Å)
H  4.2373  0.7700  -2.6348  0.482
O  2.1942  -2.6697  0.5910  -0.970
H  2.0435  2.1790  -2.5619  0.490
H  2.8833  0.2022  -3.0040  0.477
O  0.8945  1.2659  2.3429  -0.988
H  -3.2729  0.2108  0.5140  0.463
H  1.2593  1.8359  1.6660  0.512
H  0.8878  3.0740  -2.1679  0.471
O  -3.2965  -0.5285  1.1216  -0.952
H  -2.2857  -2.5591  -0.9418  0.492
O  3.3459  0.6618  -2.3032  -0.948
O  1.8565  3.2809  0.6509  -0.970
H  0.7456  -0.4602  2.2129  0.518
H  -2.5624  -1.0818  0.8549  0.490
H  1.4977  -2.2424  1.0895  0.482
O  -1.9234  -0.2048  -4.1360  -0.953
H  1.9055  3.0335  -0.2725  0.502
O  1.8381  3.0713  -2.2827  -0.954
O  0.5648  -1.3993  2.2540  -0.990
H  -0.7586  -2.1787  1.3083  0.511
H  -1.7290  -0.7262  -3.3572  0.481
H  0.6193  -1.6137  3.1853  0.492
H  -2.6133  0.7399  2.4638  0.485
O  -1.4574  -2.5468  0.7677  -0.997
O  -2.6800  -2.2285  -1.7490  -0.968
Kr  -0.3684  0.3178  -0.7877  0.000
H  -1.5055  1.6425  2.9637  0.463
H  1.1637  1.6702  3.1677  0.483
H  -1.4222  -3.4881  0.9382  0.487
H  -2.4974  -2.9058  -2.4002  0.467
O  -2.3164  1.2153  3.2397  -0.965
H  2.7710  -1.9543  0.3231  0.460
H  -2.7843  0.1756  -3.9614  0.470
H  2.7653  3.4412  0.9049  0.477

E_HOMO ... -10.6337 eV
Energy above the lowest of the compared OMol25 structures with the same formula, charge and spin ... 11.1 kJ/mol
Kohn-Sham gap ... 10.61 eV
Total charge ... 0
Spin multiplicity ... 1
Calculated total energy ... -3594.46224 a.u.



Repeat the first record exactly.
Formula: H22KrO11
Source: the OMol25 dataset
Level of theory: ωB97M-V with the def2-TZVPD basis set

Last column: natural (NBO) charge in e.
Element x y z (Å)
H  4.2373  0.7700  -2.6348  0.482
O  2.1942  -2.6697  0.5910  -0.970
H  2.0435  2.1790  -2.5619  0.490
H  2.8833  0.2022  -3.0040  0.477
O  0.8945  1.2659  2.3429  -0.988
H  -3.2729  0.2108  0.5140  0.463
H  1.2593  1.8359  1.6660  0.512
H  0.8878  3.0740  -2.1679  0.471
O  -3.2965  -0.5285  1.1216  -0.952
H  -2.2857  -2.5591  -0.9418  0.492
O  3.3459  0.6618  -2.3032  -0.948
O  1.8565  3.2809  0.6509  -0.970
H  0.7456  -0.4602  2.2129  0.518
H  -2.5624  -1.0818  0.8549  0.490
H  1.4977  -2.2424  1.0895  0.482
O  -1.9234  -0.2048  -4.1360  -0.953
H  1.9055  3.0335  -0.2725  0.502
O  1.8381  3.0713  -2.2827  -0.954
O  0.5648  -1.3993  2.2540  -0.990
H  -0.7586  -2.1787  1.3083  0.511
H  -1.7290  -0.7262  -3.3572  0.481
H  0.6193  -1.6137  3.1853  0.492
H  -2.6133  0.7399  2.4638  0.485
O  -1.4574  -2.5468  0.7677  -0.997
O  -2.6800  -2.2285  -1.7490  -0.968
Kr  -0.3684  0.3178  -0.7877  0.000
H  -1.5055  1.6425  2.9637  0.463
H  1.1637  1.6702  3.1677  0.483
H  -1.4222  -3.4881  0.9382  0.487
H  -2.4974  -2.9058  -2.4002  0.467
O  -2.3164  1.2153  3.2397  -0.965
H  2.7710  -1.9543  0.3231  0.460
H  -2.7843  0.1756  -3.9614  0.470
H  2.7653  3.4412  0.9049  0.477

E_HOMO ... -10.6337 eV
Energy above the lowest of the compared OMol25 structures with the same formula, charge and spin ... 11.1 kJ/mol
Kohn-Sham gap ... 10.61 eV
Total charge ... 0
Spin multiplicity ... 1
Calculated total energy ... -3594.46224 a.u.